(1)
Computed, not measured: 3 unconnected molecules or ions with the total composition C20H41BClN5O6, with wB97M-V/def2-TZVPD.

XYZ file:
```
74
Properties=species:S:1:pos:R:3:mulliken_charge:R:1
C 8.427 -2.926 -0.444 -0.8660
C 6.849 -2.441 -0.474 0.2439
O 6.019 -2.961 -1.420 -0.5318
N 6.214 -1.457 0.499 0.4419
C 6.638 -1.713 1.928 -1.0850
C 6.607 -0.025 0.211 -0.8911
C 5.301 0.951 0.027 -0.5943
C 4.137 0.772 1.170 -0.1479
C 2.698 1.179 0.460 -0.8926
C 1.832 -0.146 -0.057 0.7212
Cl 2.962 -1.594 -0.507 -0.0513
C 1.169 0.327 -1.517 -0.0561
N 0.635 0.749 -2.645 -0.5962
C 0.665 -0.609 1.035 1.2747
C 1.148 -0.231 2.591 -1.2124
C -0.649 0.331 0.731 -0.1230
N -1.841 0.887 0.675 -0.5620
O 0.402 -2.056 1.044 -0.4803
B -0.567 -2.460 0.006 0.5996
O 0.026 -2.906 -1.304 -0.5957
O -2.038 -2.514 0.149 -0.4806
H 9.078 -1.949 -0.369 0.2845
H 8.582 -3.599 0.527 0.2580
H 8.640 -3.571 -1.408 0.2917
H 6.388 -0.732 2.559 0.3800
H 7.790 -1.894 2.074 0.3691
H 5.997 -2.638 2.318 0.2568
H 7.190 0.007 -0.831 0.3502
H 7.335 0.456 0.995 0.3689
H 5.541 2.095 -0.044 0.3298
H 4.799 0.640 -1.009 0.2616
H 4.128 -0.264 1.714 0.1475
H 4.329 1.586 2.012 0.1863
H 2.056 1.936 1.087 0.3821
H 2.989 1.761 -0.541 0.4860
H 0.446 -0.783 3.369 0.3763
H 1.025 0.920 2.773 0.2943
H 2.236 -0.635 2.751 0.2304
H 0.717 -3.595 -1.000 0.3097
H -2.439 -1.838 -0.503 0.2910
C -2.176 -1.993 -3.423 -0.1952
O -3.334 -1.829 -2.619 -0.2414
C -4.445 -1.235 -3.296 -0.8509
C -5.257 -2.214 -4.176 0.3300
C -4.566 -2.569 -5.493 -1.3630
N -5.573 -3.454 -3.453 -0.7571
H -2.057 -1.180 -4.147 0.3034
H -2.211 -2.957 -3.933 0.1578
H -1.303 -2.002 -2.766 -0.0987
H -5.109 -0.867 -2.504 0.3341
H -4.126 -0.352 -3.863 0.4082
H -6.200 -1.717 -4.433 0.4305
H -3.760 -3.297 -5.363 0.2786
H -5.284 -3.014 -6.189 0.3449
H -4.148 -1.677 -5.970 0.3415
H -6.123 -3.219 -2.626 0.2706
H -4.694 -3.810 -3.062 0.3386
C -3.651 5.826 2.158 -0.6723
O -3.041 4.552 2.018 -0.3655
C -3.170 3.706 3.164 -0.5508
C -4.533 2.985 3.277 0.3496
C -5.670 3.894 3.746 -1.4470
N -4.918 2.356 2.005 -0.7208
H -3.581 6.208 3.181 0.3108
H -4.694 5.776 1.838 0.2214
H -3.139 6.525 1.491 0.2496
H -2.393 2.939 3.052 0.2459
H -2.927 4.257 4.081 0.4263
H -4.424 2.196 4.031 0.3727
H -6.040 4.548 2.950 0.2817
H -6.521 3.294 4.083 0.3643
H -5.351 4.521 4.583 0.3450
H -4.203 1.673 1.750 0.2352
H -4.838 3.072 1.276 0.3522
```

Its SMILES is CC(=O)N(C)CCCC[C@](Cl)(C#N)[C@@](C)(C#N)OB(O)O.COC[C@@H](C)N.COC[C@@H](C)N. The net charge is 0. The frontier orbital gap comes out at 8.903 eV.


(2)
Computed, not measured: a molecular structure, C46H63N3P2Si2Sn, with wB97M-V/def2-TZVPD.

XYZ file:
```
117
Properties=species:S:1:pos:R:3:mulliken_charge:R:1
Sn -0.338 -0.326 0.595 0.1284
C 4.427 -0.233 0.658 -1.7190
C 3.210 -1.134 0.495 3.7188
C 3.229 -2.238 1.564 -1.7271
P 2.831 -2.022 -1.114 0.5047
C 4.489 -2.699 -1.662 0.6680
C 4.243 -3.697 -2.802 -1.6416
C 5.688 -1.781 -1.992 -2.0004
C 2.310 -0.875 -2.447 0.4636
C 3.228 -0.451 -3.412 -0.3664
C 2.863 -0.090 -4.697 -1.0376
C 1.535 -0.253 -5.068 -1.1688
C 0.590 -0.613 -4.129 -1.1608
C 0.913 -0.809 -2.765 -0.3096
N -0.054 -1.027 -1.805 1.1751
C -1.412 -0.867 -2.064 0.2353
C -1.992 0.126 -2.875 -0.3216
C -3.363 0.249 -2.982 -1.1663
C -4.215 -0.579 -2.258 -1.1724
C -3.674 -1.537 -1.420 -1.3132
C -2.292 -1.710 -1.329 0.3311
P -1.396 -2.798 -0.181 2.0103
C -2.656 -3.815 0.735 0.3164
C -3.594 -4.666 -0.136 -1.6919
C -3.407 -2.927 1.744 -1.3710
C -0.442 -4.014 -1.217 1.8377
C -1.100 -4.396 -2.539 -1.5574
C -0.058 -5.232 -0.374 -1.7032
H 4.402 0.220 1.655 0.4277
H 4.440 0.580 -0.070 0.2405
H 5.352 -0.807 0.578 0.4101
H 2.328 -0.494 0.642 -2.5986
H 4.073 -2.913 1.391 0.4308
H 2.315 -2.829 1.530 0.1478
H 3.329 -1.822 2.570 0.4542
H 4.751 -3.295 -0.782 0.6695
H 3.923 -3.182 -3.709 0.2873
H 3.472 -4.422 -2.530 0.3326
H 5.163 -4.244 -3.029 0.4610
H 5.902 -1.811 -3.063 0.5210
H 6.586 -2.131 -1.478 0.2718
H 5.534 -0.743 -1.712 0.4477
H 4.278 -0.426 -3.159 0.1891
H 3.607 0.239 -5.411 0.4697
H 1.231 -0.110 -6.099 0.3860
H -0.430 -0.766 -4.449 0.7031
H -1.357 0.817 -3.411 0.6988
H -3.777 1.020 -3.622 0.3700
H -5.288 -0.461 -2.333 0.4218
H -4.349 -2.163 -0.855 0.3103
H -2.038 -4.497 1.325 0.6318
H -3.844 -4.184 -1.080 0.3311
H -4.526 -4.861 0.401 0.4628
H -3.144 -5.631 -0.372 0.3043
H -4.075 -2.218 1.255 0.2440
H -2.708 -2.354 2.357 0.0763
H -4.011 -3.547 2.412 0.5844
H 0.475 -3.472 -1.437 -1.0052
H -1.974 -5.036 -2.396 0.2926
H -0.377 -4.942 -3.152 0.4754
H -1.409 -3.511 -3.099 0.2530
H -0.918 -5.868 -0.155 0.3163
H 0.402 -4.928 0.571 0.2874
H 0.671 -5.836 -0.920 0.4687
C 1.451 2.740 1.741 -1.2690
N 1.101 1.345 1.972 0.9101
C 1.366 0.824 3.111 -0.5723
C 0.969 -0.502 3.441 -0.0780
C 1.164 -1.212 4.622 -1.0560
C 0.594 -2.477 4.423 -1.1466
C 0.086 -2.478 3.129 -0.6912
N 0.294 -1.286 2.530 1.6579
C 2.321 2.932 0.522 0.5963
C 1.895 2.493 -0.729 1.1823
C 2.673 2.705 -1.857 -0.7476
C 3.897 3.353 -1.745 -0.6691
C 4.334 3.787 -0.501 -0.6872
C 3.547 3.580 0.624 -0.9191
H 1.941 3.168 2.622 0.5158
H 0.517 3.290 1.588 -0.4468
H 1.887 1.399 3.885 0.2452
H 1.654 -0.840 5.511 0.5195
H 0.567 -3.299 5.123 0.4947
H -0.406 -3.283 2.600 0.2802
H 0.941 1.983 -0.829 -0.1981
H 2.326 2.356 -2.821 0.5157
H 4.506 3.518 -2.625 0.3976
H 5.290 4.288 -0.402 0.3795
H 3.891 3.927 1.593 0.4125
C -0.616 5.383 0.665 -1.2032
Si -2.001 4.100 0.670 0.7986
C -2.080 3.273 -1.012 -0.6084
C -3.627 4.841 1.297 0.1932
C -4.436 5.914 0.931 -0.9293
C -5.598 6.171 1.650 -0.4832
C -5.956 5.364 2.727 -0.5142
C -5.153 4.294 3.103 -0.8539
C -3.984 4.029 2.395 0.4055
Si -2.623 2.711 2.489 0.4827
C -1.682 2.661 4.122 -0.9985
C -3.404 1.013 2.190 -0.4964
H -0.922 6.228 0.041 0.4579
H 0.315 4.982 0.254 0.2426
H -0.417 5.765 1.669 0.3699
H -2.204 3.982 -1.838 0.5918
H -2.916 2.571 -1.038 0.1340
H -1.164 2.704 -1.196 -0.0242
H -4.172 6.552 0.094 0.4198
H -6.232 7.005 1.372 0.3936
H -6.866 5.575 3.275 0.3964
H -5.442 3.676 3.948 0.4184
H -2.375 2.581 4.965 0.4707
H -1.085 3.566 4.260 0.3279
H -1.015 1.797 4.156 0.1084
H -4.303 0.903 2.804 0.5939
H -2.719 0.200 2.454 -0.2344
H -3.696 0.891 1.142 0.1781
```

The net charge is 0. The value obtained for the relative energy (zero: lowest compared OMol25 entry of this formula, charge and spin) is 0.00 kJ/mol. The frontier orbital gap comes out at 6.478 eV.


(3)
Computed, not measured: 2 unconnected molecules or ions with the total composition C14H21BrF9OS, with wB97M-V/def2-TZVPD.

XYZ file:
```
47
Properties=species:S:1:pos:R:3:nbo_charge:R:1
O -0.238 -0.693 -1.158 -0.4943
C -1.266 -0.907 -0.290 0.4303
Br -2.446 0.650 0.239 0.1292
C -1.587 -2.391 0.335 -0.6376
S -0.222 -3.066 1.449 0.5813
C 1.476 -2.459 0.944 -0.5485
C 2.651 -2.957 2.026 -0.4943
C 2.777 -1.917 3.287 0.6592
F 3.955 -1.025 2.970 -0.3268
F 1.593 -1.002 3.303 -0.3474
C 3.116 -2.609 4.732 0.5973
F 2.993 -1.508 5.759 -0.2952
F 4.553 -3.041 4.681 -0.2923
C 2.082 -3.788 5.206 0.5809
F 0.815 -3.863 4.445 -0.3347
F 1.687 -3.483 6.632 -0.2864
C 2.750 -5.302 5.252 0.9386
F 3.792 -5.441 6.306 -0.2851
F 1.626 -6.251 5.563 -0.3083
F 3.338 -5.746 3.966 -0.3188
H -2.543 -2.277 1.040 0.3086
H -1.892 -3.109 -0.541 0.3245
H -0.510 -2.507 2.724 0.2395
H 1.769 -2.991 -0.076 0.3009
H 1.516 -1.299 0.739 0.3076
H 2.363 -4.055 2.309 0.2635
H 3.661 -2.970 1.396 0.3122
C -1.884 5.991 -4.756 -0.6103
C -2.839 5.024 -4.075 -0.3995
C -2.291 4.453 -2.765 -0.3962
C -1.013 3.615 -2.897 -0.3962
C -1.111 2.412 -3.838 -0.4002
C -2.134 1.379 -3.392 -0.6074
H -0.952 5.499 -5.049 0.1994
H -2.344 6.397 -5.663 0.2154
H -1.641 6.829 -4.096 0.2043
H -3.100 4.216 -4.766 0.1930
H -3.774 5.554 -3.856 0.2056
H -3.073 3.849 -2.290 0.1905
H -2.090 5.281 -2.073 0.2040
H -0.728 3.261 -1.898 0.1907
H -0.190 4.257 -3.233 0.2069
H -0.128 1.929 -3.886 0.2010
H -1.341 2.740 -4.857 0.2026
H -1.900 1.006 -2.390 0.1788
H -2.132 0.526 -4.079 0.2096
H -3.147 1.792 -3.380 0.2041
```

The net charge is +1. The frontier orbital gap comes out at 7.771 eV.


(4)
Computed, not measured: a molecular structure, C32H28BN4O4OsS, with wB97M-V/def2-TZVPD.

XYZ file:
```
71
Properties=species:S:1:pos:R:3:mulliken_charge:R:1
Os -0.251 0.462 0.427 -1.1557
C 1.734 3.932 1.308 -1.6282
C 2.394 3.338 0.089 1.3497
C 3.084 4.171 -0.786 -0.9185
C 3.693 3.663 -1.922 -0.9079
C 3.615 2.307 -2.193 -1.1060
C 2.931 1.441 -1.345 1.6833
C 2.897 -0.032 -1.647 -0.8973
C 2.326 1.976 -0.209 -1.2988
N 1.580 1.115 0.683 1.5185
C 2.092 0.998 2.008 -0.1414
O 3.221 1.227 2.332 -0.5630
C 1.053 0.530 3.000 0.5686
C 1.250 0.213 4.326 -0.7256
C 0.134 -0.175 5.067 -0.4478
C -1.122 -0.265 4.472 -0.6740
C -1.222 0.052 3.132 0.3314
N -0.155 0.465 2.468 0.2537
C -2.444 -0.079 2.247 0.1508
O -3.545 -0.262 2.682 -0.5825
N -2.103 0.017 0.881 1.1475
C -3.178 -0.060 -0.084 -0.6076
C -3.584 -1.313 -0.536 1.0689
C -3.005 -2.585 0.028 -1.2973
C -4.580 -1.364 -1.508 -1.1112
C -5.160 -0.204 -1.993 -0.9815
C -4.757 1.029 -1.503 -1.0587
C -3.761 1.120 -0.538 1.4518
C -3.364 2.460 0.023 -1.0821
H 1.521 4.988 1.148 0.5023
H 2.386 3.857 2.181 0.3299
H 0.793 3.436 1.556 0.1799
H 3.143 5.230 -0.566 0.4703
H 4.236 4.320 -2.588 0.4403
H 4.098 1.901 -3.074 0.4337
H 3.544 -0.258 -2.493 0.5377
H 1.893 -0.368 -1.904 0.0269
H 3.238 -0.624 -0.794 0.2248
H 2.243 0.270 4.749 0.5866
H 0.246 -0.415 6.116 0.4697
H -2.004 -0.574 5.015 0.5606
H -1.916 -2.572 0.045 0.2429
H -3.321 -3.446 -0.558 0.4590
H -3.339 -2.736 1.057 0.2886
H -4.908 -2.329 -1.875 0.4297
H -5.938 -0.261 -2.743 0.4506
H -5.226 1.935 -1.867 0.4504
H -3.761 3.267 -0.590 0.4480
H -2.280 2.582 0.078 0.0190
H -3.755 2.586 1.036 0.3057
S -0.196 2.014 -3.857 -0.1457
C -0.906 0.459 -3.824 -0.3722
C -1.010 0.026 -2.550 -0.6344
N -0.525 0.919 -1.608 1.1084
C -0.059 2.006 -2.179 -0.2969
H -1.220 -0.041 -4.725 0.4957
H -1.436 -0.911 -2.230 0.1053
H 0.370 2.834 -1.632 0.3083
O 0.507 -2.195 -1.083 -0.2228
B 0.368 -1.501 0.095 1.3696
O 0.971 -2.164 1.161 -0.6739
C 1.546 -3.292 0.594 0.8507
C 2.301 -4.269 1.200 -1.2383
C 2.786 -5.275 0.366 -0.5801
C 2.512 -5.285 -1.000 -0.6222
C 1.734 -4.294 -1.594 -1.1226
C 1.269 -3.309 -0.757 0.5816
H 2.506 -4.251 2.261 0.5201
H 3.392 -6.064 0.791 0.4136
H 2.914 -6.078 -1.615 0.4222
H 1.510 -4.294 -2.652 0.5384
```

The net charge is +1. The value obtained for the relative energy (zero: lowest compared OMol25 entry of this formula, charge and spin) is 0.00 kJ/mol. The frontier orbital gap (alpha / beta) comes out at 6.441 / 6.481 eV.


(5)
Computed, not measured: 3 unconnected molecules or ions with the total composition C3H12O3, with wB97M-V/def2-TZVPD.

XYZ file:
```
18
Properties=species:S:1:pos:R:3:nbo_charge:R:1
C 1.089 -0.919 0.885 -0.6117
C -0.105 -0.030 1.007 -0.4240
C -1.197 0.009 -0.109 -0.0488
O -2.280 0.798 0.275 -0.7001
H 1.392 -0.833 -0.185 0.1972
H 2.017 -0.707 1.662 0.2306
H 0.720 -1.970 1.038 0.1967
H 0.258 0.937 0.833 0.2179
H -0.738 -0.383 1.987 0.1997
H -1.428 -1.085 -0.461 0.1141
H -0.670 0.262 -0.990 0.1515
H -2.861 0.832 -0.538 0.4756
O -0.420 -2.698 -2.871 -0.9350
H -0.339 -2.565 -1.941 0.4648
H 0.454 -3.108 -3.124 0.4702
O 1.631 3.427 0.826 -0.9195
H 0.836 3.769 0.353 0.4599
H 1.640 4.265 1.354 0.4607
```

Its SMILES is CCCO.O.O. The net charge is 0. The value obtained for the relative energy (zero: lowest compared OMol25 entry of this formula, charge and spin) is 187.76 kJ/mol. The frontier orbital gap comes out at 10.872 eV.


(6)
Computed, not measured: a molecular structure, C3H8OSn, with wB97M-V/def2-TZVPD.

XYZ file:
```
13
Properties=species:S:1:pos:R:3:nbo_charge:R:1
Sn -3.114 -2.744 -0.452 1.8803
C -0.252 1.266 -0.708 -0.6529
C 0.357 -0.042 -0.281 0.0957
C 0.883 -0.024 1.141 -0.6400
O -0.648 -1.096 -0.442 -0.8184
H -0.504 1.275 -1.771 0.2355
H 0.511 2.049 -0.689 0.2692
H -1.066 1.607 -0.069 0.2249
H 1.224 -0.222 -0.926 0.2194
H 0.048 0.080 1.847 0.2141
H 1.533 0.825 1.329 0.2700
H 1.299 -0.988 1.443 0.2224
H -0.273 -1.986 -0.423 0.4797
```

The net charge is +2. The value obtained for the relative energy (zero: lowest compared OMol25 entry of this formula, charge and spin) is 147.78 kJ/mol. The frontier orbital gap comes out at 5.022 eV.


Per-record energy, Ha: -1996.6232, -3430.9211, -4491.7298, -2269.8676, -347.1371, -407.8239
Per-record max |F|, eV/Å: 12.57, 0.56, 9.72, 1.53, 4.46, 3.09